{
  "formula": "C36H41N3O5Pd",
  "method": "ωB97M-V/def2-TZVPD",
  "homo_ev": [-6.95, -7.77],
  "total_energy_ha": -2064.69530,
  "multiplicity": 5,
  "homo_lumo_gap_ev": [7.35, 5.80],
  "s_squared": 6.06,
  "lumo_ev": [0.39, -1.97],
  "elements": ["Pd", "O", "C", "C", "C", "C", "C", "C", "C", "N", "N", "C", "O", "C", "C", "C", "C", "C", "C", "H", "H", "H", "H", "H", "H", "H", "H", "H", "H", "C", "C", "C", "O", "C", "O", "O", "H", "H", "H", "H", "H", "H", "H", "C", "C", "C", "C", "C", "C", "C", "C", "N", "C", "C", "C", "C", "C", "C", "C", "C", "C", "C", "H", "H", "H", "H", "H", "H", "H", "H", "H", "H", "H", "H", "H", "H", "H", "H", "H", "H", "H", "H", "H", "H", "H", "H"],
  "positions_angstrom": [[-1.148, 0.409, 0.336], [-2.940, -0.696, 0.327], [-3.986, -0.647, 1.129], [-5.257, -0.989, 0.640], [-6.355, -1.016, 1.474], [-6.235, -0.704, 2.826], [-4.998, -0.357, 3.322], [-3.865, -0.314, 2.500], [-2.628, 0.138, 3.097], [-1.552, 0.429, 2.469], [-0.509, 0.934, 3.222], [0.210, 1.745, 2.489], [-0.018, 2.030, 1.262], [1.417, 2.355, 3.112], [1.632, 2.295, 4.486], [2.782, 2.840, 5.032], [3.727, 3.444, 4.212], [3.514, 3.506, 2.842], [2.362, 2.966, 2.293], [-5.359, -1.241, -0.408], [-7.321, -1.286, 1.067], [-7.100, -0.729, 3.474], [-4.885, -0.102, 4.369], [-2.623, 0.307, 4.173], [0.892, 1.815, 5.111], [2.944, 2.795, 6.101], [4.625, 3.868, 4.642], [4.247, 3.978, 2.201], [2.175, 3.013, 1.228], [-3.392, -2.438, -2.454], [-3.406, -1.043, -2.996], [-4.084, -0.789, -4.304], [-3.539, -0.033, -2.127], [-1.251, -0.887, -3.746], [-1.213, -1.780, -4.514], [-0.856, 0.036, -3.129], [-4.419, -2.774, -2.258], [-2.841, -2.493, -1.514], [-2.952, -3.124, -3.176], [-5.169, -0.882, -4.174], [-3.763, -1.506, -5.056], [-3.880, 0.223, -4.654], [-3.375, -0.326, -1.187], [4.467, 2.872, -2.642], [3.026, 2.649, -2.270], [2.060, 3.616, -2.559], [0.719, 3.433, -2.219], [-0.316, 4.476, -2.531], [0.365, 2.276, -1.568], [1.309, 1.255, -1.238], [2.656, 1.484, -1.633], [0.826, 0.207, -0.556], [1.431, -1.086, -0.230], [2.853, -1.382, -0.724], [3.272, -2.806, -0.327], [3.257, -2.931, 1.198], [1.844, -2.650, 1.707], [0.873, -3.666, 1.102], [0.902, -3.556, -0.424], [2.315, -3.828, -0.938], [0.485, -2.146, -0.841], [1.420, -1.235, 1.303], [4.595, 3.811, -3.178], [4.835, 2.066, -3.279], [5.099, 2.903, -1.753], [2.360, 4.529, -3.061], [0.084, 5.243, -3.193], [-0.658, 4.962, -1.615], [-1.186, 4.027, -3.011], [-0.678, 2.118, -1.317], [3.425, 0.766, -1.419], [3.560, -0.690, -0.266], [2.906, -1.273, -1.811], [4.284, -2.979, -0.703], [3.963, -2.222, 1.640], [3.575, -3.935, 1.494], [1.818, -2.717, 2.798], [-0.140, -3.485, 1.474], [1.155, -4.679, 1.405], [0.204, -4.273, -0.864], [2.338, -3.762, -2.030], [2.628, -4.840, -0.667], [-0.540, -1.953, -0.502], [0.495, -2.047, -1.929], [2.085, -0.484, 1.742], [0.419, -1.039, 1.694]],
  "mulliken_charge": [0.42, -0.33, 0.98, -0.45, -0.66, -0.78, -0.81, 0.35, -0.70, 0.72, -0.97, 0.50, -0.80, 0.32, -0.41, -0.64, -0.36, -0.67, -0.26, 0.19, 0.43, 0.38, 0.37, 0.34, 0.46, 0.39, 0.38, 0.41, 0.43, -1.29, 0.92, -1.57, -0.51, 0.91, -0.53, -0.49, 0.37, 0.25, 0.47, 0.43, 0.37, 0.35, 0.37, -1.63, 0.09, -0.99, -0.07, -1.64, -0.29, 0.60, -0.63, 1.54, 2.15, -2.70, 0.22, -1.46, 0.40, -1.39, 0.39, -1.42, -1.47, -1.19, 0.39, 0.34, 0.32, 0.32, 0.40, 0.31, 0.34, 0.72, 0.50, 0.70, 0.59, 0.29, 0.55, 0.58, 0.37, 0.42, 0.59, 0.35, 0.53, 0.58, 0.19, 0.22, 0.50, 0.10]
}